C31H43N2PPbSi2 | ωB97M-V with the def2-TZVPD basis set

Results
Gap between HOMO and LUMO (alpha / beta): 7.4 / 5.1 eV
Charge: +2
E_LUMO (alpha / beta): -0.245 / -0.284 Ha
E_HOMO (alpha / beta): -14.09 / -12.78 eV
Calculated total energy: -2429.2652 Ha

Geometry (Å):
Pb1 0.070 -0.050 -0.582
N1 0.137 0.247 1.899
C1 0.667 1.485 2.454
C2 1.039 1.518 3.791
C3 1.533 2.679 4.359
C4 1.641 3.832 3.599
C5 1.278 3.810 2.266
C6 0.795 2.640 1.677
P1 0.429 2.633 -0.113
C7 1.627 3.818 -0.798
C8 2.986 3.507 -0.777
C9 3.904 4.431 -1.241
C10 3.472 5.653 -1.736
C11 2.121 5.963 -1.752
C12 1.193 5.045 -1.295
C13 -1.207 3.370 -0.393
C14 -1.872 4.155 0.544
C15 -3.152 4.601 0.261
C16 -3.762 4.264 -0.938
C17 -3.088 3.501 -1.879
C18 -1.813 3.050 -1.607
H1 0.622 -0.532 2.346
H2 -0.843 0.159 2.173
H3 0.946 0.636 4.404
H4 1.826 2.684 5.396
H5 2.019 4.742 4.039
H6 1.370 4.705 1.668
H7 3.316 2.553 -0.392
H8 4.959 4.207 -1.213
H9 4.190 6.366 -2.110
H10 1.791 6.926 -2.111
H11 0.138 5.281 -1.308
H12 -1.387 4.421 1.472
H13 -3.683 5.207 0.978
H14 -4.762 4.606 -1.150
H15 -3.564 3.256 -2.814
H16 -1.273 2.453 -2.333
C19 -2.014 -1.577 -2.845
C20 -2.838 -0.917 -1.808
C21 -4.235 -0.885 -1.713
C22 -4.539 -0.147 -0.583
C23 -3.318 0.255 -0.018
C24 -3.146 1.036 1.225
N2 -2.285 -0.222 -0.767
H17 -2.656 -2.023 -3.598
H18 -1.403 -2.370 -2.413
H19 -1.356 -0.857 -3.336
H20 -4.917 -1.354 -2.394
H21 -5.507 0.080 -0.182
H22 -3.958 1.755 1.314
H23 -2.201 1.574 1.233
H24 -3.206 0.374 2.093
C25 -0.290 -3.745 0.184
Si1 1.587 -3.456 -0.025
C26 2.449 -3.102 1.632
C27 2.440 -4.932 -0.890
C28 1.744 -2.024 -1.268
Si2 3.344 -1.077 -1.699
C29 4.583 -2.298 -2.480
C30 4.067 -0.286 -0.127
C31 2.782 0.282 -2.922
H25 -0.498 -4.408 1.017
H26 -0.709 -4.215 -0.699
H27 -0.842 -2.821 0.357
H28 2.581 -4.033 2.176
H29 1.892 -2.433 2.279
H30 3.438 -2.679 1.490
H31 2.197 -5.842 -0.349
H32 3.518 -4.815 -0.883
H33 2.114 -5.054 -1.918
H34 1.202 -2.273 -2.179
H35 4.972 -2.990 -1.739
H36 5.424 -1.739 -2.882
H37 4.150 -2.874 -3.293
H38 4.485 -1.032 0.539
H39 3.330 0.282 0.436
H40 4.880 0.384 -0.387
H41 2.297 -0.145 -3.794
H42 3.625 0.863 -3.280
H43 2.085 0.987 -2.465

Results of the Löwdin charge analysis, in e, for atoms 1 through 8: Pb 1.349; N -0.006; C -0.303; C -0.011; C -0.031; C -0.034; C -0.063; C -0.305